{
  "formula": "C27H36O27",
  "method": "ωB97M-V/def2-TZVPD",
  "species": ["O", "C", "O", "C", "C", "O", "H", "H", "H", "H", "O", "C", "O", "C", "C", "O", "H", "H", "H", "H", "O", "C", "O", "C", "C", "O", "H", "H", "H", "H", "O", "C", "O", "C", "C", "O", "H", "H", "H", "H", "O", "C", "O", "C", "C", "O", "H", "H", "H", "H", "O", "C", "O", "C", "C", "O", "H", "H", "H", "H", "O", "C", "O", "C", "C", "O", "H", "H", "H", "H", "O", "C", "O", "C", "C", "O", "H", "H", "H", "H", "O", "C", "O", "C", "C", "O", "H", "H", "H", "H"],
  "coordinates": [[0.664, 7.595, 2.814], [0.495, 8.495, 1.989], [-0.347, 8.305, 1.064], [-0.386, 9.503, 0.195], [0.873, 10.324, 0.596], [1.134, 9.688, 1.839], [-0.567, 9.023, -0.767], [-1.315, 10.014, 0.448], [0.545, 11.359, 0.695], [1.677, 10.227, -0.133], [-1.550, -7.769, -4.368], [-0.923, -8.073, -3.336], [0.319, -8.469, -3.211], [0.836, -8.179, -1.872], [-0.476, -8.129, -1.114], [-1.465, -8.128, -2.161], [1.658, -8.785, -1.492], [1.295, -7.206, -2.048], [-0.436, -7.228, -0.501], [-0.667, -9.005, -0.494], [-9.919, 5.861, -7.402], [-8.914, 5.234, -7.824], [-8.378, 5.330, -9.093], [-7.332, 4.391, -9.274], [-7.025, 3.994, -7.820], [-8.223, 4.371, -7.069], [-7.710, 3.592, -9.910], [-6.453, 4.790, -9.780], [-6.047, 4.376, -7.528], [-6.827, 2.923, -7.777], [-12.106, -1.683, -2.293], [-11.012, -1.580, -2.602], [-9.903, -2.188, -2.088], [-8.777, -2.041, -2.921], [-9.380, -1.308, -4.101], [-10.650, -0.824, -3.621], [-8.000, -1.496, -2.385], [-8.398, -3.029, -3.182], [-9.530, -2.000, -4.930], [-8.562, -0.597, -4.217], [6.013, 7.642, -2.050], [5.798, 6.476, -1.818], [5.596, 5.522, -2.714], [5.800, 4.259, -2.017], [5.437, 4.628, -0.564], [5.817, 5.963, -0.574], [5.140, 3.534, -2.494], [6.817, 3.870, -2.058], [5.909, 4.018, 0.207], [4.373, 4.534, -0.345], [-2.427, 0.490, -2.428], [-1.620, 0.266, -1.500], [-1.721, -0.878, -0.897], [-0.975, -0.833, 0.339], [-0.143, 0.470, 0.240], [-0.719, 1.041, -0.985], [-1.785, -0.630, 1.040], [-0.494, -1.765, 0.634], [0.931, 0.323, 0.119], [-0.266, 1.165, 1.071], [0.813, 0.950, 6.465], [1.843, 0.721, 7.124], [1.934, 0.552, 8.426], [3.321, 0.032, 8.734], [3.998, 0.127, 7.418], [3.006, 0.507, 6.499], [3.887, 0.577, 9.490], [3.276, -1.027, 8.989], [4.325, -0.849, 7.058], [4.868, 0.765, 7.263], [7.232, -2.022, -1.107], [8.262, -2.442, -1.632], [9.088, -3.421, -1.176], [10.069, -3.819, -2.154], [9.640, -2.851, -3.275], [8.748, -1.960, -2.726], [11.055, -3.504, -1.811], [9.939, -4.881, -2.359], [9.054, -3.461, -3.963], [10.500, -2.407, -3.776], [0.021, -6.270, 6.447], [-0.038, -6.441, 7.638], [-1.037, -5.924, 8.462], [-0.691, -5.983, 9.757], [0.615, -6.682, 9.663], [0.832, -7.079, 8.409], [-0.604, -4.933, 10.038], [-1.443, -6.598, 10.250], [0.486, -7.540, 10.323], [1.305, -5.907, 9.997]],
  "atomic_forces_ev_per_a": [[0.63, 2.97, -0.88], [1.81, -2.65, 3.05], [-2.13, 1.29, -3.31], [-1.12, -1.30, 0.16], [-1.97, -1.45, -0.82], [1.20, 0.27, 1.28], [0.74, 0.73, -0.39], [0.12, 0.21, 0.10], [0.50, -0.03, 0.41], [0.24, -0.06, 0.39], [2.36, -1.13, 2.90], [-2.21, 0.65, -3.69], [3.13, -0.83, -1.07], [-0.45, 0.87, -1.59], [0.34, -0.43, 0.30], [-1.65, 1.21, 3.08], [-0.56, -0.79, -0.47], [-0.16, 0.31, 0.61], [-0.87, 0.02, -0.06], [0.07, 0.10, -0.01], [4.06, -2.45, -2.08], [-3.36, 2.42, 0.84], [-0.90, 0.80, 0.83], [-0.16, -0.41, 0.61], [0.24, -1.32, -0.93], [1.74, -0.17, -0.77], [-0.06, -0.23, 0.24], [-0.24, 0.51, 0.12], [-0.60, 1.01, 0.80], [-0.72, -0.16, 0.34], [-4.28, -0.81, 2.36], [4.03, -0.13, -1.00], [-1.06, -0.88, 1.41], [-0.60, -0.68, 0.46], [1.11, -0.12, 0.43], [1.96, 1.03, -2.18], [-0.08, 0.13, -0.05], [0.04, 0.02, 0.01], [-0.05, 0.47, -0.20], [-1.06, 0.96, -1.24], [-0.59, -1.46, 0.14], [0.94, 2.24, 0.16], [0.46, -1.31, -0.02], [-1.07, -0.63, 0.19], [-0.68, -1.28, -1.02], [0.35, 1.29, 1.22], [0.02, 0.06, 0.17], [0.19, 0.53, -0.37], [0.60, 0.38, -0.18], [-0.25, 0.18, -0.28], [2.92, 0.43, 2.16], [-4.37, 0.23, -4.03], [1.25, -2.39, 1.50], [-1.30, 1.05, 0.85], [-0.19, -0.63, -0.95], [1.71, 1.60, 1.09], [0.28, -0.28, 0.59], [0.17, 0.16, -0.62], [-0.10, -0.07, -0.39], [-0.37, -0.09, -0.17], [2.85, -0.36, 2.55], [-3.34, 0.24, -3.57], [1.84, -0.53, 1.78], [-0.87, 0.11, 0.06], [1.23, -0.78, -2.03], [-0.26, 0.55, -0.37], [-0.87, 0.29, 0.22], [-0.57, 0.25, 0.42], [0.18, -0.21, 0.29], [-0.18, 0.42, 0.63], [2.69, -1.38, -0.80], [-2.53, 0.33, 2.88], [-0.78, -0.63, 1.13], [-0.74, 2.04, 0.31], [0.90, -2.56, -1.71], [0.26, 2.08, -1.50], [0.02, -0.64, 0.33], [0.30, 0.24, -0.07], [0.25, 0.18, -0.64], [-0.38, 0.37, 0.07], [-0.19, -0.63, 1.87], [-1.49, 1.50, -1.87], [-0.67, -0.04, -5.26], [-0.82, 0.25, 0.86], [0.58, 0.23, 5.07], [0.76, -0.79, -2.71], [-0.20, -0.27, 1.11], [-0.07, 0.57, 0.66], [1.14, -0.04, 0.15], [0.97, -0.78, 0.11]],
  "e_tot_ha": -3081.78591,
  "lumo_energy_ev": 0.008,
  "e_above_lowest_kcal_mol": 154.9,
  "multiplicity": 1,
  "smiles": "O=C1OCCO1.O=C1OCCO1.O=C1OCCO1.O=C1OCCO1.O=C1OCCO1.O=C1OCCO1.O=C1OCCO1.O=C1OCCO1.O=C1OCCO1",
  "e_homo_ev": -10.37,
  "gap_ev": 10.38
}

{
  "formula": "C27H50IrN6OS2SbSi3",
  "method": "ωB97M-V/def2-TZVPD",
  "species": ["Ir", "C", "Sb", "C", "C", "C", "C", "C", "C", "N", "Si", "C", "C", "C", "C", "C", "C", "C", "C", "C", "N", "Si", "C", "C", "C", "Si", "C", "C", "C", "H", "H", "H", "H", "H", "H", "H", "H", "H", "H", "H", "H", "H", "H", "H", "H", "H", "H", "H", "H", "H", "H", "H", "H", "H", "H", "H", "H", "H", "H", "H", "H", "H", "H", "H", "H", "H", "H", "C", "C", "N", "N", "C", "S", "N", "N", "H", "H", "H", "H", "H", "H", "C", "S", "C", "O", "H", "H", "H", "H", "H", "H"],
  "coordinates": [[-0.461, -1.664, -0.930], [-2.968, 0.498, -2.056], [-1.326, 0.762, -0.600], [-1.964, -2.752, -1.280], [-3.434, -2.695, -1.081], [-4.406, -2.594, -2.097], [-5.705, -2.438, -1.749], [-6.098, -2.455, -0.377], [-5.047, -2.541, 0.531], [-3.778, -2.662, 0.207], [-1.248, -4.435, -1.137], [-2.144, -5.326, 0.234], [0.625, -4.529, -0.972], [-1.700, -5.358, -2.766], [-0.295, 1.735, 2.037], [0.780, 0.710, 2.060], [2.071, 1.132, 2.481], [4.236, 1.066, 1.296], [3.585, 0.761, -0.051], [2.652, -0.237, -0.307], [1.450, -0.714, 0.138], [-1.929, 1.366, 3.076], [-2.534, 2.952, 3.881], [-1.261, 0.208, 4.400], [-3.295, 0.495, 2.241], [0.231, 3.352, 1.312], [0.888, 4.526, 2.678], [1.599, 3.207, -0.016], [-1.096, 4.177, 0.180], [-3.897, 0.228, -1.520], [-2.763, -0.374, -2.698], [-3.116, 1.343, -2.705], [-3.996, -2.699, -3.107], [-6.446, -2.380, -2.539], [-7.140, -2.442, 0.002], [-5.156, -2.565, 1.642], [-1.585, -6.183, 0.556], [-3.128, -5.648, -0.100], [-2.314, -4.693, 1.106], [0.922, -4.942, 0.038], [1.183, -3.562, -1.095], [1.137, -5.191, -1.704], [-2.682, -5.039, -3.163], [-1.716, -6.469, -2.727], [-0.920, -5.068, -3.523], [2.171, 2.095, 2.907], [5.104, 0.463, 1.639], [3.727, 1.580, -0.810], [2.940, -0.779, -1.218], [-2.871, 3.719, 3.188], [-1.694, 3.364, 4.434], [-3.413, 2.728, 4.512], [-1.244, -0.809, 4.059], [-1.847, 0.183, 5.333], [-0.214, 0.392, 4.621], [-3.858, 1.125, 1.553], [-4.025, 0.244, 3.039], [-2.943, -0.439, 1.777], [1.957, 4.298, 2.830], [0.269, 4.356, 3.590], [0.906, 5.598, 2.400], [1.642, 2.238, -0.523], [2.646, 3.515, 0.320], [1.345, 3.955, -0.826], [-0.798, 3.975, -0.857], [-0.953, 5.287, 0.375], [-2.130, 3.917, 0.378], [6.768, 3.324, 2.082], [5.653, 3.042, 1.112], [4.537, 2.454, 1.524], [3.285, 0.533, 2.349], [0.712, -0.513, 1.255], [-0.636, -1.595, 1.393], [5.631, 3.534, -0.105], [6.843, 3.758, -0.791], [6.345, 3.920, 2.864], [7.576, 3.916, 1.678], [7.124, 2.331, 2.436], [3.373, -0.465, 2.355], [6.879, 3.135, -1.628], [6.746, 4.694, -1.197], [-0.242, -0.418, -4.898], [0.098, -2.019, -4.029], [1.588, -2.390, -5.104], [0.665, -1.601, -2.629], [0.331, 0.370, -4.526], [-1.277, -0.118, -4.755], [-0.093, -0.445, -5.971], [1.377, -2.060, -6.164], [1.824, -3.432, -5.096], [2.363, -1.824, -4.675]],
  "atomic_forces_ev_per_a": [[0.14, -1.07, 0.32], [0.01, -0.92, 0.25], [-1.53, -0.07, -1.54], [0.49, 1.47, 1.07], [-0.98, 1.10, 0.06], [2.82, -0.50, -0.13], [-2.07, -0.31, 1.05], [0.51, 0.08, -0.58], [-0.82, -0.33, 1.53], [1.54, 0.25, -0.65], [0.02, -3.49, -1.12], [-0.24, 0.91, 0.29], [1.53, 0.31, 0.69], [0.50, 0.58, -0.59], [-0.61, -1.76, 0.92], [2.61, 0.95, 0.18], [-1.88, -0.59, -0.95], [-0.38, -0.22, 2.10], [0.95, 1.77, 1.26], [-2.20, -1.40, -1.01], [2.23, -0.52, -0.46], [1.09, 0.52, 0.77], [-0.14, -0.34, -0.45], [-0.13, 0.15, 0.31], [-0.84, -0.49, -0.14], [0.39, 1.94, -1.12], [-0.28, -0.29, -0.18], [1.05, 0.97, -0.23], [0.79, 0.79, 1.06], [0.42, 0.44, -0.14], [0.17, 0.33, 0.23], [-0.14, 0.54, -0.04], [-0.77, 0.28, 0.06], [-0.08, 0.05, 0.16], [0.83, 0.18, -0.64], [-0.58, 0.11, -1.06], [0.37, -0.58, 0.06], [-0.04, -0.05, -0.14], [0.07, 0.00, 0.05], [-0.41, 0.56, -0.91], [-0.40, -0.72, 0.28], [-0.72, 0.19, 0.22], [0.37, -0.13, 0.16], [0.13, 0.71, 0.32], [-0.74, -0.32, 0.46], [-0.17, 1.11, 0.17], [0.20, 0.12, -1.40], [0.43, -1.32, 0.21], [-0.66, 0.52, -0.39], [0.05, 0.07, -0.26], [-0.17, 0.13, 0.46], [0.61, 0.07, 0.04], [-0.24, -0.71, -0.40], [0.23, 0.27, -0.29], [0.14, 0.41, 0.37], [0.08, -0.10, -0.31], [0.40, -0.05, -0.24], [-0.52, 0.36, 0.05], [-0.44, -0.18, 0.34], [0.76, 0.39, -0.43], [-0.45, -0.55, 0.05], [-0.07, 0.15, 0.11], [-1.25, -0.58, -0.28], [0.22, -0.72, 0.87], [-0.39, 0.04, 0.24], [-0.34, -1.16, -0.37], [-0.26, 0.05, -0.09], [0.02, -1.74, 0.13], [3.21, 2.72, -3.83], [-2.84, -0.90, 1.63], [0.59, 0.17, -0.57], [-0.94, 0.78, 1.56], [0.58, 0.70, -0.37], [-1.92, -2.65, 0.44], [1.00, 0.98, -0.15], [-0.32, -0.02, 0.85], [0.05, -0.25, -0.64], [0.11, 0.88, 0.31], [-0.48, -0.54, -0.01], [-0.41, 0.50, 1.08], [0.21, -0.30, 0.10], [-1.56, -0.96, -0.21], [0.70, 1.19, -1.53], [-1.77, 0.28, -0.70], [0.06, -0.04, -1.51], [1.39, 0.96, 0.99], [-0.20, -0.30, 0.26], [0.14, -0.58, -0.11], [0.08, -0.37, 1.36], [0.00, -0.67, 0.21], [1.13, 0.81, 0.44]],
  "total_charge": 2,
  "e_tot_ha": -3471.11246,
  "lumo_energy_ev": [-7.280, -8.120],
  "multiplicity": 5,
  "e_homo_ev": [-12.14, -12.55],
  "gap_ev": [4.86, 4.43]
}